A cluster of 6 separate species, C36H30N6O12 in total, computed with the ωB97M-V functional and the def2-TZVPD basis.

As for the charge: 0. For the energy above the lowest of the compared OMol25 structures with the same formula, charge and spin, the calculation gives 0.24 kcal/mol. As for the lowest unoccupied orbital energy: -0.0430 hartree. The SMILES is O=[N+]([O-])c1ccccc1.O=[N+]([O-])c1ccccc1.O=[N+]([O-])c1ccccc1.O=[N+]([O-])c1ccccc1.O=[N+]([O-])c1ccccc1.O=[N+]([O-])c1ccccc1. The HOMO energy is -9.94 eV. For the total energy, the calculation gives -2620.69629 hartree.

The geometry in XYZ format:
```
84
Properties=species:S:1:pos:R:3:forces:R:3:mulliken_charge:R:1
O -0.9768 1.3087 -1.4198 0.2 -0.1 0.2 -0.578
N -0.2099 1.0286 -0.5132 -0.4 0.1 -0.3 0.993
O 0.4778 1.8424 0.0747 0.0 0.0 0.0 -0.572
C -0.1218 -0.3737 -0.1138 0.0 -0.2 0.5 -0.241
C -0.9643 -1.3152 -0.6642 -0.2 -0.3 -0.9 -0.356
C -0.8370 -2.6536 -0.3215 0.4 0.7 -0.2 -0.596
C 0.1369 -3.0122 0.5949 0.0 -0.7 0.0 0.398
C 0.9443 -2.0603 1.2042 -0.7 0.0 0.0 -0.785
C 0.7869 -0.7276 0.8626 0.8 0.0 0.4 -0.228
H -1.6535 -1.0690 -1.4610 0.0 0.3 0.2 0.311
H -1.4429 -3.3568 -0.8730 0.0 -0.3 0.3 0.484
H 0.2877 -4.0616 0.8187 0.0 0.1 0.1 0.187
H 1.6141 -2.3593 1.9973 0.2 0.0 -0.2 0.525
H 1.4303 0.0011 1.3358 -0.2 0.2 -0.1 0.470
O 1.5568 9.2196 4.0563 0.2 -0.1 0.0 -0.608
N 2.0590 8.3715 3.3425 -0.3 0.4 -0.1 1.021
O 3.1898 8.4086 2.9081 0.1 -0.1 0.1 -0.599
C 1.2041 7.2465 2.9390 0.4 -0.1 -0.2 -0.002
C 1.7386 6.2917 2.1003 0.2 -0.5 -0.7 -0.476
C 0.9494 5.2151 1.7381 -0.3 -0.5 0.6 -0.468
C -0.3342 5.0900 2.2552 0.1 -0.1 -0.1 -0.277
C -0.8594 6.0694 3.0859 0.1 -0.5 -0.1 -0.548
C -0.0775 7.1550 3.4268 -0.4 0.3 0.5 -0.318
H 2.7371 6.3341 1.6909 0.1 0.4 0.3 0.439
H 1.3333 4.3759 1.1722 0.2 0.3 -0.2 0.564
H -0.8844 4.1822 2.0371 -0.2 0.1 0.0 0.422
H -1.8381 5.9247 3.5212 -0.1 0.2 0.0 0.382
H -0.4414 7.9049 4.1152 0.0 0.1 -0.1 0.458
O -2.8152 1.4914 -9.2353 0.1 -0.1 0.0 -0.593
N -1.9285 1.6411 -8.4174 0.1 0.4 0.0 0.966
O -0.9187 2.2904 -8.5875 0.0 0.0 -0.1 -0.567
C -2.0972 1.0142 -7.1048 -0.5 -0.4 0.2 0.103
C -1.3515 1.4534 -6.0304 0.2 0.0 -0.2 -0.411
C -1.5517 0.8479 -4.7980 0.3 -0.2 -0.1 0.026
C -2.4256 -0.2262 -4.6733 0.6 -0.2 -0.3 -0.184
C -3.1223 -0.6844 -5.7863 -0.6 0.3 0.3 -0.541
C -3.0195 -0.0162 -6.9924 0.0 0.1 0.0 -0.544
H -0.5870 2.2023 -6.1995 -0.1 0.1 0.1 0.437
H -0.9375 1.1444 -3.9578 -0.2 0.1 0.1 0.301
H -2.4411 -0.7746 -3.7407 -0.3 0.1 0.1 0.226
H -3.8385 -1.4915 -5.6955 0.1 -0.1 0.0 0.359
H -3.6517 -0.2795 -7.8271 0.2 0.0 -0.1 0.443
O 0.6897 4.3829 -6.4876 -0.1 0.1 0.0 -0.617
N 0.3127 5.4195 -5.9657 0.3 -0.6 -0.2 1.053
O 0.0158 6.4216 -6.5711 -0.1 0.3 -0.1 -0.615
C 0.2169 5.4341 -4.5070 -0.5 0.2 0.4 -0.365
C -0.1862 6.6016 -3.8816 0.1 0.3 0.1 -0.418
C -0.3130 6.6142 -2.5012 -0.1 -0.4 -0.2 -0.706
C -0.0757 5.4441 -1.7854 0.1 0.6 0.2 0.063
C 0.2737 4.2690 -2.4298 0.1 0.2 0.2 -0.319
C 0.4164 4.2633 -3.8028 0.1 -0.3 -0.3 -0.131
H -0.3846 7.4920 -4.4593 0.0 -0.1 -0.1 0.463
H -0.6317 7.5155 -1.9970 0.1 0.0 0.0 0.403
H -0.1269 5.5036 -0.7054 -0.1 -0.3 0.0 0.329
H 0.4586 3.3797 -1.8503 -0.1 -0.1 0.0 0.286
H 0.6655 3.3578 -4.3388 0.1 0.1 0.0 0.572
O -2.5863 -5.6601 2.7102 0.0 0.1 0.3 -0.605
N -2.6179 -6.1422 1.6020 -0.5 -0.2 -0.6 1.007
O -3.6338 -6.4604 1.0052 0.2 0.2 0.2 -0.606
C -1.3428 -6.3715 0.9119 0.6 -0.5 0.4 0.142
C -0.1872 -6.3981 1.6784 0.1 0.3 0.2 -0.541
C 1.0352 -6.6238 1.0691 -0.3 0.3 0.0 -0.217
C 1.0735 -6.8877 -0.2932 0.5 -0.4 0.2 -0.508
C -0.0830 -6.9017 -1.0484 -0.3 -0.3 0.2 -0.491
C -1.3078 -6.6556 -0.4358 -0.2 0.4 -0.6 -0.382
H -0.2255 -6.2186 2.7439 -0.2 0.1 0.0 0.431
H 1.9294 -6.5226 1.6670 0.1 -0.3 -0.1 0.441
H 2.0237 -7.1749 -0.7284 0.0 0.3 -0.2 0.393
H -0.0495 -7.1839 -2.0908 0.0 0.2 -0.1 0.442
H -2.2179 -6.6302 -1.0213 0.0 -0.1 0.1 0.489
O 2.4029 -4.0687 3.6761 0.0 -0.2 0.0 -0.566
N 2.4169 -5.0771 4.3609 -0.1 0.1 -0.3 0.965
O 2.6324 -6.1953 3.9333 0.0 0.1 0.0 -0.589
C 2.1509 -4.9299 5.7899 -0.2 0.1 0.4 0.026
C 1.7016 -3.7118 6.2765 0.2 0.3 -0.4 -0.189
C 1.4707 -3.5634 7.6298 -0.1 -0.4 -0.2 -0.559
C 1.6546 -4.6579 8.4726 0.0 0.5 0.4 -0.337
C 2.0947 -5.8729 7.9817 0.0 -0.1 -0.5 -0.559
C 2.3290 -6.0169 6.6182 -0.2 -0.4 0.1 -0.220
H 1.5476 -2.8943 5.5854 0.0 0.0 0.0 0.444
H 1.1000 -2.6160 7.9915 0.0 0.0 0.2 0.383
H 1.4455 -4.5269 9.5283 0.1 -0.1 0.0 0.367
H 2.2405 -6.7429 8.6056 -0.1 0.1 0.2 0.380
H 2.5527 -6.9876 6.1991 0.3 0.1 0.0 0.440
```
Forces are in eV/Å.